(1)
The following is a DFT calculation (ωB97M-V with the def2-TZVPD basis set) of a cluster of 3 separate species, C27H57N3O3 in total.

Output
spin multiplicity	1
Kohn-Sham gap	0.3230	Eh
ΔE to the lowest compared entry with this formula, charge and spin	0.00	kcal per mole
SMILES	CC1(C)CCCC(C)(C)N1O.CC1(C)CCCC(C)(C)N1O.CC1(C)CCCC(C)(C)N1O
E_tot	-1452.80667	Eh
max |F|	1.8	eV/Å

Atoms and positions in Å:
C 12.315 -12.983 46.016
C 12.883 -12.644 47.398
C 12.088 -11.472 47.977
C 12.786 -13.804 48.344
C 13.782 -14.912 48.116
C 15.193 -14.327 48.172
C 15.423 -13.143 47.226
C 16.659 -12.400 47.694
C 15.569 -13.716 45.803
N 14.291 -12.214 47.348
O 14.461 -11.143 46.442
H 12.838 -13.779 45.481
H 11.255 -13.237 46.062
H 12.363 -12.095 45.378
H 11.035 -11.764 47.984
H 12.413 -11.362 49.011
H 12.257 -10.561 47.414
H 12.892 -13.467 49.388
H 11.761 -14.194 48.407
H 13.677 -15.683 48.881
H 13.560 -15.426 47.173
H 15.912 -15.105 47.899
H 15.364 -14.044 49.213
H 16.729 -12.429 48.780
H 16.688 -11.359 47.378
H 17.559 -12.870 47.286
H 16.616 -13.824 45.518
H 15.096 -13.104 45.031
H 15.096 -14.696 45.717
H 14.403 -11.523 45.552
C 10.858 -6.032 52.272
C 10.909 -7.412 51.643
C 10.294 -7.379 50.232
C 12.394 -7.799 51.519
C 12.619 -9.266 51.269
C 12.006 -10.035 52.442
C 10.503 -9.790 52.569
C 9.755 -10.574 51.464
C 10.062 -10.363 53.900
N 10.248 -8.353 52.547
O 8.873 -8.101 52.688
H 11.199 -5.289 51.547
H 9.841 -5.774 52.576
H 11.482 -5.952 53.161
H 10.670 -8.176 49.591
H 9.203 -7.371 50.263
H 10.570 -6.454 49.717
H 12.821 -7.150 50.743
H 12.956 -7.490 52.407
H 12.057 -9.620 50.397
H 13.661 -9.543 51.112
H 12.522 -9.750 53.363
H 12.218 -11.091 52.257
H 8.692 -10.696 51.679
H 10.235 -11.550 51.375
H 9.779 -10.106 50.475
H 10.649 -9.964 54.733
H 10.225 -11.442 53.924
H 9.021 -10.124 54.113
H 8.461 -8.172 51.814
C 17.646 -11.389 54.296
C 17.664 -10.860 55.751
C 18.025 -12.001 56.674
C 18.748 -9.801 55.916
C 18.391 -8.501 55.198
C 17.029 -7.946 55.613
C 15.927 -8.999 55.607
C 14.759 -8.524 56.461
C 15.434 -9.201 54.162
N 16.445 -10.225 56.224
O 15.383 -11.164 56.343
H 18.183 -10.754 53.600
H 18.124 -12.373 54.287
H 16.623 -11.620 54.005
H 17.903 -11.727 57.730
H 17.475 -12.938 56.547
H 19.077 -12.273 56.551
H 18.926 -9.583 56.968
H 19.661 -10.144 55.419
H 19.143 -7.756 55.492
H 18.527 -8.543 54.115
H 16.756 -7.178 54.883
H 17.145 -7.422 56.564
H 14.982 -8.654 57.516
H 13.863 -9.101 56.225
H 14.527 -7.484 56.220
H 14.939 -10.170 54.140
H 16.220 -9.156 53.412
H 14.751 -8.366 53.991
H 15.489 -11.525 57.228

Forces on atoms 1 to 6 (eV/Å):
-0.09 0.21 -0.51
0.16 0.39 -0.67
0.01 -0.67 0.24
-0.75 -0.65 1.56
0.06 -0.17 -0.45
-0.32 -0.58 0.00

(2)
The following is a DFT calculation (ωB97M-V with the def2-TZVPD basis set) of a cluster of 3 separate species, C27H57N3O3 in total.

Output
spin multiplicity	1
Kohn-Sham gap	0.3018	Eh
ΔE to the lowest compared entry with this formula, charge and spin	12.09	kcal per mole
SMILES	CC1(C)CCCC(C)(C)N1O.CC1(C)CCCC(C)(C)N1O.CC1(C)CCCC(C)(C)N1O
E_tot	-1452.78739	Eh
max |F|	2.0	eV/Å

Atoms and positions in Å:
C -19.542 -0.202 6.342
C -20.597 0.132 7.393
C -21.513 1.240 6.893
C -21.489 -1.086 7.615
C -20.864 -2.239 8.370
C -20.320 -1.661 9.704
C -19.390 -0.463 9.560
C -19.295 0.172 10.963
C -17.981 -0.933 9.121
N -20.020 0.531 8.684
O -19.186 1.662 8.493
H -18.893 0.648 6.106
H -18.881 -1.034 6.586
H -20.030 -0.447 5.394
H -20.913 2.040 6.447
H -22.252 0.927 6.154
H -22.037 1.732 7.713
H -22.437 -0.756 8.056
H -21.837 -1.448 6.638
H -21.599 -3.017 8.578
H -20.050 -2.733 7.828
H -19.774 -2.451 10.229
H -21.266 -1.526 10.236
H -20.268 0.588 11.215
H -18.522 0.939 10.969
H -19.023 -0.604 11.681
H -17.342 -1.018 10.000
H -17.484 -0.298 8.392
H -18.050 -1.950 8.727
H -18.404 1.316 8.042
C -25.260 -1.399 6.185
C -25.763 -1.285 4.746
C -24.538 -1.106 3.865
C -26.504 -2.602 4.427
C -27.402 -2.482 3.182
C -28.346 -1.305 3.295
C -27.630 0.021 3.553
C -26.905 0.542 2.303
C -28.673 1.043 4.025
N -26.747 -0.191 4.712
O -26.073 1.037 4.998
H -24.775 -0.474 6.504
H -26.029 -1.662 6.913
H -24.497 -2.181 6.239
H -23.931 -2.017 3.886
H -24.746 -0.990 2.802
H -23.928 -0.263 4.189
H -25.731 -3.302 4.109
H -27.100 -2.875 5.297
H -26.693 -2.337 2.356
H -27.937 -3.406 2.962
H -28.937 -1.487 4.202
H -29.009 -1.199 2.437
H -26.331 -0.261 1.853
H -26.239 1.354 2.591
H -27.637 0.910 1.583
H -28.910 0.796 5.066
H -29.656 0.954 3.555
H -28.285 2.057 3.974
H -26.267 1.183 5.929
C -19.620 5.247 2.442
C -20.759 4.937 1.469
C -20.800 5.909 0.314
C -20.665 3.504 0.959
C -20.936 2.391 2.023
C -21.746 2.883 3.239
C -22.753 3.969 2.863
C -23.815 3.404 1.890
C -23.459 4.385 4.153
N -22.021 5.034 2.224
O -22.478 6.343 2.480
H -19.685 6.217 2.934
H -19.554 4.485 3.216
H -18.669 5.280 1.889
H -20.905 6.953 0.602
H -19.887 5.856 -0.290
H -21.602 5.639 -0.380
H -21.321 3.379 0.101
H -19.615 3.402 0.670
H -21.529 1.621 1.530
H -19.957 1.998 2.285
H -21.088 3.239 4.027
H -22.290 1.968 3.492
H -24.610 4.115 1.652
H -24.152 2.394 2.126
H -23.345 3.345 0.899
H -24.260 5.102 3.980
H -22.751 4.847 4.845
H -23.884 3.491 4.611
H -23.015 6.555 1.707

Forces on atoms 1 to 6 (eV/Å):
0.34 0.13 -0.76
-0.13 -0.71 0.05
0.45 1.21 -0.07
-0.73 -0.60 -0.76
0.90 0.45 0.61
-0.81 -1.53 -0.84